DFT (ωB97M-V/def2-TZVPD) results for a gas-phase ion, C7H7O2 (charge -1).

Output
total charge: -1
multiplicity: 3
expectation value of S²: 2.023
HOMO (spin up / spin down): -0.6 / -4.5 eV
gap between HOMO and LUMO (spin up / spin down): 4.41 / 6.53 eV

Last column: Löwdin charge in e.
CARTESIAN COORDINATES (ANGSTROEM)
C (-1.05, 0.08, 0.37)  -0.1119
C (-2.26, -1.74, -0.68)  0.0826
C (-0.25, 1.13, 0.13)  -0.1942
C (-1.74, -2.86, -0.49)  -0.2893
C (-2.34, -0.33, -0.33)  -0.5351
C (2.26, 0.65, -0.20)  -0.1229
C (1.11, 1.18, 0.65)  -0.3169
O (-1.44, -4.02, -0.47)  0.0307
O (-3.17, 0.53, -0.73)  -0.1103
H (-0.70, -0.70, 1.13)  0.1094
H (-0.56, 1.81, -0.71)  0.1110
H (2.23, 1.19, -1.11)  0.0513
H (2.33, -0.33, -0.53)  0.0343
H (3.14, 0.69, 0.47)  0.0708
H (1.28, 2.18, 0.85)  0.0550
H (1.16, 0.54, 1.64)  0.1356



DFT (ωB97M-V/def2-TZVPD) results for a gas-phase ion, C7H7O2S (charge -1).

Output
total charge: -1
multiplicity: 1
energy above the lowest of the compared OMol25 structures with the same formula, charge and spin: 88.6 kcal/mol
HOMO: -3.2 eV
gap between HOMO and LUMO: 6.59 eV

Last column: Löwdin charge in e.
CARTESIAN COORDINATES (ANGSTROEM)
C (-0.99, 1.52, 0.57)  -0.1067
C (0.38, 0.89, 0.68)  -0.2149
C (-1.92, 0.83, -0.09)  -0.1957
C (1.47, 1.32, 0.09)  -0.2131
C (-1.12, -1.40, -0.43)  -0.0821
C (-0.38, -2.45, -0.22)  0.0155
C (-2.10, -0.50, -0.56)  -0.1303
O (3.12, -0.54, -1.02)  -0.6043
O (3.52, 0.08, 1.38)  -0.5984
S (3.28, 0.54, -0.01)  0.5776
H (-1.27, 2.51, 0.92)  0.0882
H (0.45, -0.08, 1.16)  0.0884
H (-2.78, 1.52, -0.52)  0.1152
H (-0.45, -3.19, 0.56)  0.0611
H (0.45, -2.58, -0.86)  0.0487
H (-3.04, -0.69, -1.09)  0.0969
H (1.37, 2.22, -0.54)  0.0541



DFT (ωB97M-V/def2-TZVPD) results for a gas-phase ion, C7H7O3S (charge -1).

Output
total charge: -1
multiplicity: 1
energy above the lowest of the compared OMol25 structures with the same formula, charge and spin: 43.0 kcal/mol
HOMO: -4.7 eV
gap between HOMO and LUMO: 7.79 eV

Last column: Löwdin charge in e.
CARTESIAN COORDINATES (ANGSTROEM)
C (0.71, -1.80, 0.27)  0.0441
C (0.98, -0.53, -0.09)  -0.1168
C (2.26, -0.05, -0.61)  -0.7417
O (2.77, -0.53, -1.58)  0.0272
O (2.67, 0.87, 0.18)  -0.0719
C (-0.20, 0.65, 0.22)  -0.4990
O (0.39, 1.70, 0.92)  -0.0348
C (-1.33, 0.05, 1.04)  -0.1569
C (-2.25, -0.48, 0.35)  -0.4962
S (-2.21, -0.06, -1.30)  0.8720
C (-0.80, 1.09, -1.11)  -0.3333
H (-0.16, -2.06, 0.81)  0.0160
H (1.41, -2.70, 0.14)  0.0898
H (1.36, 1.60, 0.92)  0.0440
H (-1.22, 0.01, 2.13)  0.1291
H (-3.17, -0.74, 0.74)  0.0448
H (-1.12, 2.06, -1.02)  0.0441
H (-0.07, 0.92, -2.02)  0.1394



DFT (ωB97M-V/def2-TZVPD) results for a single C7H7PS molecule.

Output
total charge: 0
multiplicity: 1
energy above the lowest of the compared OMol25 structures with the same formula, charge and spin: 45.7 kcal/mol
HOMO (spin up / spin down): -7.5 / -7.5 eV
gap between HOMO and LUMO (spin up / spin down): 6.17 / 6.17 eV

Last column: Löwdin charge in e.
CARTESIAN COORDINATES (ANGSTROEM)
C (-1.21, -0.56, -2.07)  0.0433
C (-0.60, -0.32, -0.94)  -0.3606
C (0.82, -0.35, -0.70)  -0.1520
C (1.36, -0.32, 0.49)  -0.2423
C (0.72, 0.23, 1.60)  -0.0600
C (-0.70, 0.05, 1.54)  -0.1268
C (-1.30, -0.65, 0.39)  -0.4614
P (-0.88, -2.58, 0.86)  0.5454
S (0.84, -3.32, 0.27)  0.1523
H (-2.26, -0.49, -2.17)  0.0524
H (-0.69, -0.75, -2.99)  0.0622
H (1.49, -0.56, -1.59)  0.1393
H (2.44, -0.53, 0.61)  0.1239
H (1.29, 0.67, 2.31)  0.0700
H (-1.29, 0.51, 2.34)  0.0957
H (-2.42, -0.61, 0.23)  0.1185



DFT (ωB97M-V/def2-TZVPD) results for a single C7H8 molecule.

Output
total charge: 0
multiplicity: 1
energy above the lowest of the compared OMol25 structures with the same formula, charge and spin: 120.8 kcal/mol
HOMO: -8.0 eV
gap between HOMO and LUMO: 8.92 eV

Last column: Löwdin charge in e.
CARTESIAN COORDINATES (ANGSTROEM)
C (-2.30, 0.37, -0.30)  -0.0285
C (-1.04, 0.12, 0.34)  -0.1368
C (0.07, 0.69, 0.82)  -0.1403
C (1.18, 1.33, 0.16)  -0.0054
C (1.64, 0.24, -0.52)  -0.1092
C (1.15, -1.19, -0.20)  -0.0946
C (0.03, -0.75, 0.83)  -0.1997
H (-2.33, 0.69, -1.31)  0.0776
H (-2.85, 1.12, 0.19)  0.0730
H (-2.77, -0.56, -0.30)  0.0644
H (1.56, 2.34, 0.30)  0.0996
H (2.53, 0.19, -1.12)  0.0854
H (1.92, -1.69, 0.49)  0.1323
H (1.11, -1.69, -1.15)  0.0903
H (0.10, -1.21, 1.76)  0.0919



DFT (ωB97M-V/def2-TZVPD) results for a single C7H8 molecule.

Output
total charge: 0
multiplicity: 1
energy above the lowest of the compared OMol25 structures with the same formula, charge and spin: 14.9 kcal/mol
HOMO: -8.7 eV
gap between HOMO and LUMO: 9.83 eV

Last column: Löwdin charge in e.
CARTESIAN COORDINATES (ANGSTROEM)
C (1.56, 0.03, -1.76)  -0.0536
C (0.75, -0.01, -0.50)  -0.2953
C (0.22, -1.20, -0.02)  -0.0641
C (-1.01, -1.21, 0.61)  -0.0879
C (-1.54, 0.02, 0.99)  -0.1069
C (-0.76, 1.18, 0.91)  -0.0903
C (0.37, 1.18, 0.12)  -0.0555
H (2.32, -0.75, -1.84)  0.0764
H (0.92, -0.09, -2.62)  0.0852
H (2.08, 0.99, -1.84)  0.0713
H (0.72, -2.14, -0.23)  0.1101
H (-1.37, -2.13, 1.05)  0.1029
H (-2.56, 0.17, 1.34)  0.0983
H (-1.14, 2.00, 1.50)  0.0993
H (0.96, 2.07, -0.09)  0.1101



DFT (ωB97M-V/def2-TZVPD) results for a single C7H8 molecule.

Output
total charge: 0
multiplicity: 1
energy above the lowest of the compared OMol25 structures with the same formula, charge and spin: 28.4 kcal/mol
HOMO: -8.7 eV
gap between HOMO and LUMO: 9.65 eV

Last column: Löwdin charge in e.
CARTESIAN COORDINATES (ANGSTROEM)
C (-0.47, 1.63, 1.41)  -0.0376
C (-0.32, 0.44, 0.47)  -0.3088
C (0.15, -0.76, 0.94)  -0.0729
C (0.99, -1.48, 0.08)  -0.0803
C (0.76, -1.34, -1.31)  -0.0982
C (-0.34, -0.54, -1.73)  -0.0840
C (-0.78, 0.47, -0.86)  -0.0573
H (0.29, 2.29, 1.00)  0.0876
H (-1.37, 2.21, 1.17)  0.0774
H (-0.44, 1.29, 2.43)  0.0719
H (0.19, -0.95, 2.00)  0.1066
H (1.78, -2.15, 0.40)  0.0989
H (1.32, -1.90, -2.06)  0.0940
H (-0.50, -0.63, -2.80)  0.0931
H (-1.25, 1.41, -1.15)  0.1097



DFT (ωB97M-V/def2-TZVPD) results for a single C7H8 molecule.

Output
total charge: 0
multiplicity: 1
energy above the lowest of the compared OMol25 structures with the same formula, charge and spin: 143.1 kcal/mol
HOMO: -8.5 eV
gap between HOMO and LUMO: 8.38 eV

Last column: Löwdin charge in e.
CARTESIAN COORDINATES (ANGSTROEM)
C (-0.13, -1.56, -0.54)  -0.0370
C (-0.27, -0.12, -0.10)  -0.4723
C (0.22, 0.96, -0.96)  -0.0258
C (1.01, 0.66, 0.36)  -0.3131
C (2.27, 0.10, 0.04)  0.1508
C (-1.43, 0.16, 0.73)  -0.0857
C (-2.40, 0.38, 1.41)  0.1379
H (-0.96, -1.84, -1.20)  0.0885
H (0.82, -1.69, -1.07)  0.0670
H (-0.14, -2.23, 0.32)  0.0904
H (0.81, 1.38, 1.15)  0.1267
H (0.71, 0.70, -1.88)  0.1135
H (-0.29, 1.92, -0.94)  0.1211
H (3.03, 0.62, 0.65)  0.0091
H (-3.25, 0.56, 2.02)  0.0287